ORCA calculation (ωB97M-V with the def2-TZVPD basis set) on C11H26N2NbO as an isolated structure at a distorted geometry.

Geometry as XYZ:
```
41
C11H26N2NbO (ωB97M-V with the def2-TZVPD basis set)
C 6.64 -1.79 -0.98
C 5.48 -1.02 -0.21
O 4.89 -1.66 0.70
N 5.06 0.36 -0.44
C 6.19 1.26 -0.78
C 3.91 0.47 -1.39
C 2.57 0.08 -0.57
C 1.22 0.43 -1.39
C 0.28 -0.88 -1.61
Nb -1.69 -0.68 -0.43
H 6.43 -2.01 -2.07
H 6.81 -2.80 -0.45
H 7.65 -1.25 -0.93
H 5.79 2.29 -1.05
H 6.82 0.84 -1.63
H 6.86 1.30 0.16
H 3.97 -0.21 -2.30
H 3.82 1.57 -1.71
H 2.58 -1.02 -0.27
H 2.60 0.72 0.37
H 0.69 1.24 -0.77
H 1.45 0.93 -2.40
H 0.11 -1.02 -2.74
H 0.88 -1.82 -1.29
H -0.78 -1.36 1.01
H -2.28 -2.32 -0.95
H -2.52 -0.01 -1.93
H -1.35 1.05 0.05
H -3.23 -0.55 0.56
C -7.37 1.11 3.28
C -7.43 0.24 2.04
C -6.05 0.01 1.40
C -5.45 1.32 0.99
N -4.99 2.34 0.67
H -6.99 2.11 3.06
H -8.36 1.22 3.72
H -6.71 0.66 4.04
H -8.10 0.71 1.31
H -7.86 -0.73 2.30
H -6.15 -0.63 0.52
H -5.38 -0.49 2.11
```

Values from the calculation:
Net charge: -1
Molecular weight (Da): 295.2
HOMO energy (Ha): -0.1682
Energy (eV): -18398.234
LUMO level (eV): 2.603

=====

ORCA calculation (ωB97M-V with the def2-TZVPD basis set) on C3H6O in the gas phase at a distorted geometry.

Geometry as XYZ:
```
10
C3H6O (ωB97M-V with the def2-TZVPD basis set)
C -0.58 -1.31 -0.32
C -0.11 0.15 -0.15
C 0.87 0.67 0.51
O 1.35 1.91 0.43
H -1.59 -1.22 -0.82
H -0.16 -1.99 -0.96
H -0.92 -1.78 0.63
H -0.96 0.82 -0.63
H 1.49 0.14 1.22
H 0.62 2.61 0.10
```

Values from the calculation:
Molecular weight (Da): 58.1
ΔE to the lowest compared entry with this formula, charge and spin (kJ/mol): 174.3
HOMO energy (Ha): -0.3239
Energy (eV): -5253.888
LUMO level (eV): 0.974

=====

ORCA calculation (ωB97M-V with the def2-TZVPD basis set) on a 2-piece molecular cluster, C5H5F3N2O overall at a distorted geometry.

Geometry as XYZ:
```
16
C5H5F3N2O (ωB97M-V with the def2-TZVPD basis set)
C -1.32 0.54 0.24
C 0.01 0.17 -0.06
N 0.47 -1.08 -0.42
C 1.71 -0.95 -0.71
N 2.15 0.35 -0.53
C 1.09 1.04 -0.12
F 1.09 2.37 0.18
H -1.42 1.52 -0.07
H -1.94 -0.09 -0.24
H -1.52 0.52 1.29
H 2.49 -1.75 -0.86
H 3.03 0.68 -0.67
O -0.69 2.16 -2.47
C 0.16 2.93 -2.60
F 0.17 4.26 -2.58
F 1.37 2.52 -2.82
```

Values from the calculation:
Molecular weight (Da): 166.1
ΔE to the lowest compared entry with this formula, charge and spin (kJ/mol): 40.7
HOMO energy (Ha): -0.3070
Energy (eV): -18445.442
LUMO level (eV): 0.653